{
  "formula": "C22H25N2O2OsS4",
  "method": "wB97M-V/def2-TZVPD",
  "e_above_lowest_kcal_mol": 32.7,
  "total_charge": 3,
  "energy_ev": -76075.73793,
  "e_homo_ev": [-17.1, -17.1],
  "e_lumo_ev": [-11.8, -11.8],
  "elements": ["Os", "C", "C", "S", "C", "C", "S", "C", "C", "S", "H", "H", "H", "H", "H", "H", "H", "H", "H", "H", "H", "H", "C", "C", "C", "C", "C", "C", "C", "S", "O", "O", "N", "C", "C", "C", "C", "C", "C", "C", "C", "N", "C", "H", "H", "H", "H", "H", "H", "H", "H", "H", "H", "H", "H", "H"],
  "xyz": [[0.806, 0.357, -0.871], [1.022, -2.853, -2.564], [-0.377, -2.326, -2.325], [-0.511, -0.524, -2.365], [0.156, -0.054, -4.002], [1.679, 0.027, -4.104], [2.398, 0.804, -2.591], [3.895, -0.137, -2.235], [3.641, -1.640, -2.280], [2.120, -2.039, -1.371], [1.360, -2.685, -3.583], [1.026, -3.931, -2.392], [-0.773, -2.602, -1.347], [-1.093, -2.688, -3.065], [-0.296, 0.917, -4.191], [-0.278, -0.718, -4.752], [1.937, 0.662, -4.952], [2.161, -0.932, -4.265], [4.155, 0.198, -1.231], [4.696, 0.180, -2.902], [4.475, -2.145, -1.791], [3.578, -2.039, -3.290], [-2.796, -3.649, 5.215], [-1.894, -2.785, 4.398], [-1.528, -3.155, 3.097], [-0.701, -2.357, 2.339], [-0.222, -1.169, 2.903], [-0.557, -0.777, 4.207], [-1.391, -1.591, 4.937], [0.771, -0.121, 1.994], [1.493, 0.805, 2.785], [1.460, -0.846, 0.886], [-0.165, 0.769, 0.817], [-0.715, 1.998, 1.020], [-1.217, 2.525, 2.211], [-1.794, 3.796, 2.208], [-1.856, 4.533, 1.044], [-1.309, 4.039, -0.171], [-1.255, 4.779, -1.365], [-0.624, 4.225, -2.465], [-0.054, 2.964, -2.371], [-0.105, 2.209, -1.259], [-0.738, 2.761, -0.165], [-3.086, -4.550, 4.682], [-3.698, -3.095, 5.482], [-2.299, -3.940, 6.142], [-1.887, -4.092, 2.692], [-0.397, -2.661, 1.345], [-0.131, 0.118, 4.646], [-1.644, -1.318, 5.955], [-1.174, 1.942, 3.121], [-2.197, 4.203, 3.126], [-2.311, 5.517, 1.050], [-1.679, 5.776, -1.414], [-0.548, 4.760, -3.402], [0.473, 2.555, -3.219]],
  "mulliken_charge": [0.8303, -0.5762, -0.7636, 0.0344, -0.8385, -0.8328, -0.1023, -0.5906, -0.7966, 0.2061, 0.3953, 0.5401, 0.3141, 0.5795, 0.4583, 0.5775, 0.5811, 0.4035, 0.4408, 0.4760, 0.5055, 0.4612, -1.4123, 0.8440, -1.0139, -0.2420, 0.3821, -0.5108, -0.8044, 1.3197, -0.5787, -0.7886, 0.0925, 0.8669, -0.3884, -1.1396, -0.7059, 0.4783, -0.4473, -1.3463, 0.1895, 0.0078, 0.0712, 0.3728, 0.3669, 0.3794, 0.3691, 0.3874, 0.5809, 0.4668, 0.4155, 0.4466, 0.4716, 0.5189, 0.4515, 0.5957]
}